This record from the OMol25 dataset describes a 2-piece molecular cluster, C22H18Br2N3 overall in a non-equilibrium geometry. The level of theory is ωB97M-V/def2-TZVPD.

```
45
Properties=species:S:1:pos:R:3:forces:R:3
Br -6.4488 1.7005 2.2262 0.3 -0.2 0.0
C -4.8214 0.7490 2.2462 -0.3 0.1 0.0
C -4.8075 -0.6321 2.2670 -0.3 -0.5 0.0
C -3.6141 -1.3216 2.3101 0.1 0.1 0.0
C -2.3893 -0.6324 2.3225 -0.1 0.1 0.0
C -1.1479 -1.3393 2.3630 0.0 0.2 0.0
C 0.0753 -0.7112 2.2718 0.2 0.1 -0.1
C 1.3067 -1.3316 2.3034 -0.2 0.4 0.0
C 2.5471 -0.6195 2.2616 0.1 0.0 0.0
C 3.7722 -1.3085 2.2503 -0.2 0.2 0.0
C 4.9665 -0.6221 2.2399 0.3 -0.5 0.0
C 4.9805 0.7585 2.2429 0.4 0.2 0.0
Br 6.6158 1.7029 2.2520 -0.3 -0.3 0.0
C 3.7933 1.4605 2.2449 -0.6 0.5 0.0
C 2.5937 0.7869 2.2531 0.2 -0.1 0.0
C -2.4349 0.7738 2.2869 -0.2 0.0 0.0
C -3.6325 1.4482 2.2519 0.5 0.5 0.0
H -5.7459 -1.1605 2.2502 -0.1 -0.2 0.0
H -3.6118 -2.3981 2.3249 0.0 -0.2 0.1
H -1.1702 -2.4086 2.4788 -0.1 -0.4 0.1
H 0.0677 0.3530 2.1430 0.0 0.2 0.0
H 1.3329 -2.4056 2.3654 0.1 -0.4 0.1
H 3.7722 -2.3835 2.2470 0.0 -0.3 0.0
H 5.9050 -1.1485 2.2358 0.1 -0.2 0.0
H 3.8098 2.5384 2.2476 0.0 0.1 0.0
H 1.6828 1.3548 2.2630 -0.1 0.2 0.0
H -1.5262 1.3463 2.2981 0.1 0.2 0.0
H -3.6474 2.5260 2.2332 0.0 0.1 0.0
C -1.0435 -4.2409 8.6755 0.2 0.5 -0.3
N -1.4245 -4.3602 7.2725 -0.8 -1.3 -0.3
N -1.1435 -3.4396 6.3349 0.4 0.4 1.0
N -1.5946 -3.8016 5.2023 -0.1 0.1 -0.7
C -2.2127 -5.0124 5.3419 -0.3 -0.7 0.4
C -2.1191 -5.4060 6.6812 0.3 0.8 -0.4
C -2.6668 -6.6159 7.1141 0.2 0.2 0.5
C -3.2995 -7.4107 6.1938 0.1 0.1 0.1
C -3.3976 -7.0230 4.8508 0.0 0.1 -0.2
C -2.8647 -5.8383 4.4142 0.2 0.3 0.0
H -1.3811 -5.1098 9.2335 -0.1 -0.1 -0.2
H 0.0379 -4.1652 8.7599 0.0 0.0 0.0
H -1.4918 -3.3486 9.1059 0.0 0.0 0.0
H -2.5872 -6.9054 8.1454 0.0 -0.2 0.3
H -3.7283 -8.3485 6.5052 0.0 -0.1 0.1
H -3.9010 -7.6701 4.1520 -0.1 -0.1 -0.1
H -2.9357 -5.5339 3.3855 0.0 0.0 -0.3
```
Positions in Å, forces in eV/Å.

Results
- total charge = +1
- energy relative to the best compared isomer or geometry (same formula, charge and spin) (kJ/mol) = 0.0
- gap between HOMO and LUMO (eV) = 5.41
- calculated total energy (Eh) = -6161.1505
- E_LUMO (eV) = -5.62

=====

This record from the OMol25 dataset describes C22H39Cl3N3O3PdSi as an isolated structure in a non-equilibrium geometry. The level of theory is ωB97M-V/def2-TZVPD.

```
72
Properties=species:S:1:pos:R:3:forces:R:3
C -4.7518 3.8760 -0.7426 -0.3 0.9 -0.7
C -4.3723 2.4909 -0.3711 -1.1 -1.5 1.5
H -5.8208 3.9074 -0.9977 0.4 0.1 -0.2
H -4.1503 4.1548 -1.6135 -0.3 0.3 0.1
H -4.6460 4.6797 0.0214 0.4 -0.7 -0.2
C -5.4076 1.6495 -0.0022 2.3 0.6 -0.3
C -6.8777 1.9878 -0.0044 0.0 -0.3 -0.2
H -5.1687 0.6286 0.3209 0.0 0.5 -0.1
H -7.2159 2.2757 -0.9945 -0.1 0.1 -0.3
H -7.2117 2.7706 0.6743 0.4 0.2 0.2
H -7.4517 1.1069 0.2732 0.0 -0.1 0.0
Pd 2.3091 -0.2112 -0.7983 3.0 -0.1 -0.5
Cl 2.5304 1.4998 1.0346 0.0 0.7 0.3
Cl 3.2020 0.4552 -2.8757 0.3 0.2 -0.6
H 7.0577 -0.9735 -1.5016 -0.1 0.0 -0.2
H 7.1197 1.5168 0.4337 0.1 -0.1 0.1
C 6.2170 -0.3340 -1.8156 0.3 -0.2 -0.2
C 6.2962 1.6589 -0.2704 0.0 0.1 0.4
N 5.7213 0.4011 -0.6784 -0.6 -0.6 0.0
H 5.3974 -0.9440 -2.2205 0.4 0.2 0.1
C 4.7603 -0.1786 0.0476 0.4 -0.2 1.5
O 4.2620 -1.3059 -0.1490 0.8 0.3 -0.4
H 5.5434 2.2994 0.1985 0.0 -0.2 -0.1
H 4.4278 0.3873 0.9433 0.5 -0.1 -0.6
H 6.5507 0.3705 -2.5770 0.0 -0.1 0.0
H 6.7101 2.1801 -1.1201 -0.1 0.1 -0.4
H -2.2716 0.1839 -3.5782 0.2 -0.3 0.0
H -4.1622 -1.4759 -2.4222 0.2 -0.1 0.0
C -1.8997 -0.8330 -3.7932 0.0 0.4 -0.3
C -3.3831 -2.2525 -2.4213 0.0 -0.1 0.2
N -2.0725 -1.6724 -2.6281 -0.1 -0.3 -0.2
H -0.8344 -0.7803 -4.0464 -0.3 0.0 0.1
C -0.9863 -2.1863 -1.9812 1.1 -0.1 -0.3
O 0.1761 -2.1177 -2.3615 -1.4 -0.3 0.4
H -3.4061 -2.7682 -1.4455 0.0 0.2 -0.4
H -1.2799 -2.6818 -1.0254 0.1 0.0 -0.3
H -2.4697 -1.2158 -4.6551 0.2 -0.1 0.2
H -3.6416 -2.9884 -3.2120 0.2 0.3 0.3
O -2.0874 2.1392 -1.4730 -2.5 -1.3 1.8
C -2.8230 2.2209 -0.1925 0.2 -0.3 -0.9
C -2.9160 -0.3021 0.2774 0.1 -0.2 0.5
C -2.5602 0.9919 0.6802 -0.2 0.0 0.2
H -3.2477 -0.4885 -0.7501 0.2 0.2 0.6
C -2.8824 -1.3553 1.2175 -0.3 0.5 0.0
H -2.4649 3.1076 0.3684 0.0 -0.3 -0.3
C -2.0921 1.1897 1.9933 -0.3 0.4 -0.7
H -3.2348 -2.3568 0.9643 0.2 0.3 -0.2
C -2.5162 -1.1169 2.5451 0.6 0.3 -0.2
C -2.0588 0.1541 2.9092 -0.3 -0.1 0.0
H -1.8074 2.2084 2.2864 0.0 -0.5 -0.1
H -2.5077 -1.9124 3.2895 -0.1 0.1 -0.2
H -1.7337 0.3736 3.9227 0.0 -0.2 -0.1
Si -0.8003 2.8346 -2.1765 4.9 2.0 -0.6
Cl 0.3391 0.5855 -1.0421 -4.5 1.7 -1.0
C -0.2055 2.2603 -3.9229 -1.1 0.0 -0.3
C 1.0714 3.5569 -1.7371 -0.1 -0.2 0.9
C -1.5164 4.5657 -2.1674 -0.9 0.3 -0.8
H -0.0467 1.1951 -4.0867 -0.1 0.0 0.3
H 0.7438 2.7305 -4.2354 -0.5 0.0 0.6
H -0.9567 2.5881 -4.6468 -0.1 -0.1 -0.3
H -2.4462 4.4737 -2.7474 0.0 0.5 -0.1
H -0.8728 5.3644 -2.5742 -0.4 -0.4 0.2
H -1.8377 4.7896 -1.1360 0.3 0.1 -0.3
H 1.6008 3.1632 -0.8432 -0.5 0.2 -0.5
H 1.0126 4.6565 -1.6216 -0.1 -0.3 0.1
H 1.7843 3.4095 -2.5751 -0.6 -0.3 0.3
C 0.6412 -2.3881 2.8355 -0.1 -0.6 0.7
C 1.0154 -1.5798 1.7075 1.2 0.6 -2.2
N 1.4922 -1.1127 0.7618 -1.6 -2.5 3.5
H 0.0473 -3.2517 2.5240 0.1 0.1 -0.1
H 0.0528 -1.8475 3.5680 0.0 0.2 0.0
H 1.5558 -2.7657 3.3102 -0.2 0.1 -0.1
```
Positions in Å, forces in eV/Å.

Results
- total charge = -1
- energy relative to the best compared isomer or geometry (same formula, charge and spin) (kJ/mol) = 24.3
- gap between HOMO and LUMO (spin up / spin down) (eV) = 5.95 / 7.23
- calculated total energy (Eh) = -3049.6703
- spin multiplicity = 3
- E_LUMO (spin up / spin down) (eV) = 2.41 / 2.40

=====

This record from the OMol25 dataset describes a 4-piece molecular cluster, C4H16O3 overall in a non-equilibrium geometry. The level of theory is ωB97M-V/def2-TZVPD.

```
23
Properties=species:S:1:pos:R:3:forces:R:3
C 1.3630 0.6475 -0.4594 -0.2 -0.1 0.9
C -0.0397 0.3113 0.0384 -0.1 -0.8 0.2
C -0.2587 -1.2022 -0.0216 0.0 -0.8 -1.0
C -0.2536 0.7229 1.4891 0.2 0.9 0.1
H 1.5423 1.7141 -0.4632 0.0 0.3 -0.4
H 2.0189 0.2621 0.3157 0.4 -0.2 0.0
H 1.6315 0.1573 -1.3893 -0.1 0.2 -0.3
H -0.8338 0.7668 -0.5578 0.2 0.2 -0.3
H -1.2690 -1.4892 0.2532 0.0 -0.1 0.5
H 0.4739 -1.8203 0.5048 -0.1 0.5 0.6
H -0.1731 -1.6524 -1.0175 0.0 0.5 -0.4
H 0.0048 1.7614 1.7147 0.3 0.1 -0.4
H -1.3017 0.6970 1.7673 -0.2 -0.5 0.2
H 0.3746 0.1299 2.1446 -0.2 -0.2 0.2
O 2.7184 0.1764 2.9418 0.9 0.4 -0.3
H 3.4471 -0.3250 2.5485 -0.3 -0.3 0.1
H 3.1368 1.0525 2.9719 -0.5 -0.1 0.2
O -3.5617 -0.1482 -0.1807 0.1 0.1 -0.1
H -2.8109 -0.3366 0.3907 -0.1 0.0 0.1
H -3.1506 0.1826 -0.9872 -0.1 0.0 0.0
O -0.1120 -0.5310 -3.6670 0.0 0.1 0.1
H -0.2516 -0.4302 -2.7189 0.0 -0.1 0.0
H 0.1647 0.3450 -3.9555 0.0 0.0 -0.1
```
Positions in Å, forces in eV/Å.

Results
- energy relative to the best compared isomer or geometry (same formula, charge and spin) (kJ/mol) = 66.3
- gap between HOMO and LUMO (eV) = 11.97
- calculated total energy (Eh) = -387.6975
- E_LUMO (eV) = 0.52
- SMILES string = CC(C)C.O.O.O

=====

This record from the OMol25 dataset describes ClN5O19Tl as an isolated structure in a non-equilibrium geometry. The level of theory is ωB97M-V/def2-TZVPD.

```
26
Properties=species:S:1:pos:R:3:forces:R:3
Tl 1.1228 0.1299 -4.7118 -0.2 0.0 0.5
N -1.2031 0.0253 0.2766 0.3 0.1 -0.2
O -0.0444 -0.3454 0.3054 1.1 -0.3 -0.6
O -1.8321 0.0692 1.2920 -1.3 0.0 2.7
O -1.7704 0.3830 -0.7383 0.0 0.3 -2.0
N -4.8449 0.6818 -6.7343 -0.9 1.1 3.6
O -3.9865 0.0896 -6.1709 4.7 -3.0 3.0
O -4.8953 0.5344 -7.9052 -2.1 0.9 -5.2
O -5.5738 1.3646 -5.9701 -1.5 1.0 -1.5
N 2.7952 4.0123 0.2716 -3.0 -0.1 1.0
O 2.1436 5.0094 0.7126 1.3 -0.5 -0.4
O 3.1925 3.1708 1.0762 0.8 0.4 -0.2
O 2.7715 3.7864 -0.9361 0.8 0.2 -0.6
N -1.0030 4.9453 5.2122 -2.0 -1.0 2.5
O -2.2566 5.1214 5.1994 0.7 0.2 -0.9
O -0.2869 5.9031 5.4942 0.7 -0.3 -0.9
O -0.6300 3.7486 5.2228 0.6 1.2 -0.7
N 5.8294 -1.9766 -1.0999 0.0 1.1 4.3
O 5.6318 -0.9470 -1.7511 -0.4 -0.4 -0.8
O 6.6857 -2.8016 -1.3678 0.3 -0.8 -1.3
O 5.2875 -2.0704 0.0884 0.2 0.1 -2.4
Cl -1.4128 -6.1515 2.5022 -3.7 -0.7 -4.8
O -1.7676 -6.9098 3.6413 0.5 -0.1 2.3
O -2.6266 -5.2579 2.2100 2.5 -2.0 0.2
O -0.2637 -5.3799 2.4210 2.7 3.1 2.6
O -1.0623 -7.1351 1.4594 -2.0 -0.5 -0.3
```
Positions in Å, forces in eV/Å.

Results
- total charge = -3
- gap between HOMO and LUMO (eV) = 1.46
- calculated total energy (Eh) = -2334.8450
- E_LUMO (eV) = -0.81

=====

This record from the OMol25 dataset describes a 2-piece molecular cluster, C2H4ClN2 overall in a non-equilibrium geometry. The level of theory is ωB97M-V/def2-TZVPD.

```
9
Properties=species:S:1:pos:R:3:forces:R:3
C -0.3533 -0.6384 0.1789 -0.5 1.1 0.1
C 0.7112 -1.5504 -0.0137 2.5 -2.4 1.1
N -0.1601 2.1547 -0.6132 -1.0 0.7 1.0
N -0.7525 2.8928 -0.0138 1.5 -2.5 -1.2
Cl -1.8905 -1.1375 -0.0541 -0.7 -0.3 0.0
H 1.5202 -0.9078 -0.4649 -0.4 -1.2 0.2
H 1.1735 -1.9940 0.9639 -0.7 1.8 -0.8
H 0.5687 -2.6316 -0.3544 -0.4 1.6 -0.9
H -0.8172 3.8121 0.3713 -0.4 1.3 0.4
```
Positions in Å, forces in eV/Å.

Results
- total charge = +1
- energy relative to the best compared isomer or geometry (same formula, charge and spin) (kJ/mol) = 480.9
- gap between HOMO and LUMO (spin up / spin down) (eV) = 7.01 / 5.35
- calculated total energy (Eh) = -647.8208
- E_LUMO (spin up / spin down) (eV) = -6.25 / -7.09

=====

This record from the OMol25 dataset describes an isolated molecule of C11H15BN2O4 in a non-equilibrium geometry. The level of theory is ωB97M-V/def2-TZVPD.

```
33
Properties=species:S:1:pos:R:3:forces:R:3
C 4.7820 -0.7170 0.8182 0.4 -0.3 -0.4
N 3.6902 -0.0562 -0.0474 -0.7 -1.8 2.4
C 3.2920 -1.1569 -1.0198 -1.5 1.0 -2.3
B 2.5247 0.3855 0.8184 1.1 -1.0 1.0
O 2.6265 0.0550 2.2818 -1.1 -0.3 -2.4
C 1.1616 1.1561 0.3167 -3.0 3.2 1.4
C 0.5384 2.2405 1.1773 0.6 -2.9 -2.7
C -0.8759 2.9620 0.6518 -0.6 4.1 0.2
O -1.0833 4.2778 0.7686 1.1 -8.2 -0.6
C -1.9562 1.9034 -0.0623 3.1 -2.6 -2.1
C -1.3335 0.8436 -0.9255 -1.0 2.4 2.1
C -2.1406 -0.3473 -1.7116 0.7 -0.5 0.7
C -3.5798 -0.7668 -1.0433 0.2 -0.4 -0.3
C -3.5157 -1.0499 0.5828 4.4 -0.9 3.1
N -4.8757 -1.1071 1.3089 1.3 0.2 -2.8
O -2.3821 -1.2708 1.2807 -7.3 1.4 -4.9
C 0.3315 0.8233 -1.0833 1.4 -0.1 -3.7
O 0.8954 0.5910 -2.2725 -3.4 1.2 7.3
H 4.3414 -1.7434 1.2196 1.2 2.1 -0.4
H 5.1841 -0.0152 1.6655 -1.0 -1.5 -1.6
H 5.6549 -0.9749 0.0768 -1.5 0.5 1.5
H 2.1697 -1.4871 -0.7976 2.5 0.1 -0.6
H 4.0407 -2.0552 -1.0713 -1.5 1.8 0.4
H 3.2500 -0.6398 -2.0906 0.0 -1.4 2.1
H 2.1737 -0.8172 2.4764 0.7 1.6 -0.4
H 1.0146 2.5517 2.2142 -1.1 -0.6 -2.5
H -3.1144 1.9371 0.1065 2.6 0.3 -0.3
H -2.2770 -0.1016 -2.8480 0.3 -0.3 2.2
H -1.4494 -1.3176 -1.6422 -1.4 2.2 -0.2
H -3.8804 -1.8123 -1.5344 0.6 2.2 1.1
H -4.4644 -0.0277 -1.3534 2.0 -1.5 1.0
H -5.3317 -1.9618 0.8728 0.5 1.1 0.8
H -5.4113 -0.3014 0.8659 0.6 -1.3 0.7
```
Positions in Å, forces in eV/Å.

Results
- gap between HOMO and LUMO (eV) = 7.68
- calculated total energy (Eh) = -863.1911
- E_LUMO (eV) = -1.49
- SMILES string = CN(C)B(O)C1=CC(=O)C=C(CCC(N)=O)C1=O

=====

no.,M (Da)
1,484.215
2,634.437
3,112.169
4,613.852
5,91.521
6,250.063